DFT (ωB97M-V with the def2-TZVPD basis set) results for a molecular structure, C17H22ClKN7O4PS at a distorted geometry.

XYZ file:
```
54
Properties=species:S:1:pos:R:3:forces:R:3
K -2.269420 -0.436302 1.052619 0.27 -0.20 -0.15
C 1.646237 -4.209684 1.042277 -0.89 -1.65 -0.72
N 2.135465 -3.098830 0.286729 1.66 -0.67 -0.09
C 3.535695 -3.206132 -0.281081 -1.90 -0.53 0.55
P 1.138783 -1.827423 0.028770 -1.77 1.14 0.35
O -0.230492 -2.128734 0.583560 1.28 -0.01 -0.56
N 1.889311 -0.534463 0.742488 0.33 -0.31 1.06
C 1.998261 -0.592333 2.248320 -0.04 -0.03 -1.55
C 1.738117 0.772088 0.118391 1.07 0.37 0.52
N 1.117602 -1.393940 -1.546940 0.20 -0.20 -1.69
C 2.280165 -0.871211 -2.290188 0.07 -0.09 0.58
C -0.086194 -1.650959 -2.397688 -0.49 1.01 2.24
H 2.095631 -4.285095 2.013001 0.33 0.02 0.81
H 1.895060 -5.164747 0.503137 -0.30 0.56 0.37
H 0.532919 -4.166911 1.163222 1.10 0.13 -0.16
H 4.103303 -2.296147 -0.030465 0.11 -0.63 -0.04
H 3.437303 -3.349837 -1.349165 0.14 0.50 -0.53
H 3.968581 -4.187605 0.018984 -0.02 1.01 0.50
H 2.507111 -1.539853 2.490037 0.17 0.55 0.22
H 0.994564 -0.651975 2.654802 0.11 0.21 0.27
H 2.514353 0.329141 2.595188 -0.12 -0.86 -0.10
H 0.892658 0.778363 -0.565830 0.15 0.47 0.02
H 2.709818 0.950248 -0.366303 -0.45 0.44 -0.49
H 1.677204 1.574757 0.869160 -0.51 -0.36 -0.11
H 3.134858 -0.831367 -1.543016 -0.80 0.44 -1.25
H 2.041774 0.113011 -2.817212 0.31 -1.03 1.04
H 2.555239 -1.583827 -3.091719 0.00 0.13 0.26
H -0.934819 -1.804855 -1.668439 0.75 0.12 -1.20
H -0.009548 -2.523646 -3.038771 0.34 -0.07 -0.28
H -0.266703 -0.686359 -2.900619 -0.19 -0.74 -0.21
N -0.756601 -0.704467 3.760065 -0.36 -0.05 1.69
C -0.843878 -1.032788 4.881668 -0.08 -0.07 -1.91
C -1.097039 -1.594078 6.140661 0.16 0.13 0.30
C -2.405397 -2.057564 6.395030 -0.92 -0.51 0.91
N -3.459774 -2.455264 6.705334 1.09 0.44 -0.51
C -0.077246 -1.647553 7.126353 -0.27 0.19 -0.33
N 0.790079 -1.640632 7.893024 -0.06 -0.12 0.06
O -0.291392 1.491171 -3.279766 0.08 0.69 -0.15
C -1.002446 2.080292 -2.468164 -0.21 -1.80 2.39
N -1.240433 1.660869 -1.172906 0.19 0.44 -0.63
S -2.301052 2.559054 -0.323062 3.50 -0.93 -0.32
O -3.465118 1.784969 -0.025085 -0.98 0.13 0.79
O -1.570002 3.173769 0.802271 -1.43 -0.21 -1.07
C -2.630449 3.659809 -1.628714 1.33 1.38 -0.66
C -3.290615 4.863584 -1.535478 -0.74 0.49 0.18
C -3.342562 5.667082 -2.703134 -0.42 -0.78 0.88
C -2.836841 5.186117 -3.863242 2.34 -1.38 -0.99
C -1.955373 4.046851 -3.902282 -0.27 -0.21 0.34
C -1.774324 3.300792 -2.733054 -2.84 2.12 -0.42
H -3.811065 5.164709 -0.586929 0.67 -0.34 -1.05
H -3.789570 6.631363 -2.799522 -0.60 0.45 0.62
H -2.956168 5.768816 -4.758779 -0.01 0.12 -0.32
H -1.424685 3.720678 -4.818901 -0.46 0.40 0.61
Cl -3.210866 -1.122955 -1.628641 -0.61 -0.30 -0.08
```
Forces are in eV/Å.

Its charge is -2. For the highest occupied orbital energy, the calculation gives -0.088 Ha. As for the energy above the lowest of the compared OMol25 structures with the same formula, charge and spin: 0.0 kcal/mol.

=====

DFT (ωB97M-V with the def2-TZVPD basis set) results for C17H22ClN5O5S2 in the gas phase at a distorted geometry.

XYZ file:
```
52
Properties=species:S:1:pos:R:3:forces:R:3
C -5.393953 -3.988362 -4.008951 -0.02 0.20 0.14
C -5.084110 -2.716898 -3.231845 0.18 -0.11 -0.13
C -3.584878 -2.416890 -3.252993 -0.34 -0.16 -0.17
N -3.269064 -1.209981 -2.535835 0.17 0.39 0.19
C -3.231780 -1.012666 -1.188825 0.10 0.70 0.31
S -3.478014 -2.283434 -0.024325 -0.13 -0.34 0.22
C -3.030558 -1.363056 1.474985 -0.23 0.10 -0.28
C -1.675401 -0.662089 1.428411 -0.13 -0.31 -0.02
O -1.459009 0.295214 2.126660 0.05 0.27 0.19
N -0.777582 -1.255526 0.594880 0.19 -0.55 -0.16
C 0.439124 -0.755975 0.156167 0.25 0.23 -0.02
C 1.063463 0.347836 0.730628 -0.19 0.00 0.05
C 2.274431 0.783142 0.234101 0.29 0.25 0.13
S 3.014826 2.244023 0.970417 -0.26 -0.53 0.01
O 4.401291 2.272176 0.591014 -0.05 -0.23 0.07
O 2.201833 3.377971 0.650008 -0.25 0.06 0.20
N 2.807956 1.888647 2.592056 0.00 0.30 -1.04
C 3.869410 1.086197 3.166094 0.55 -0.17 0.19
C 5.029898 1.971993 3.632270 0.03 -0.27 -0.17
O 4.577518 2.978631 4.511628 -0.02 -0.02 0.20
C 3.610882 3.800950 3.893614 -0.31 0.02 -0.04
C 2.396360 2.981299 3.452947 0.04 0.62 0.15
C 2.899512 0.153435 -0.823474 0.15 0.10 -0.02
C 2.285881 -0.939745 -1.415197 -0.09 0.07 0.11
C 1.067855 -1.380362 -0.931293 0.15 0.22 0.09
Cl 0.291435 -2.725634 -1.701147 -0.04 -0.15 -0.09
N -2.929842 0.206624 -0.872762 -0.25 -0.31 0.48
N -2.770307 0.847695 -2.066448 -0.07 -0.25 -0.07
C -2.967913 0.017488 -3.133403 0.08 0.10 0.03
O -2.895118 0.253940 -4.311843 -0.02 0.07 -0.72
H -4.873192 -4.837993 -3.573343 0.03 -0.15 0.00
H -6.461098 -4.191902 -3.988994 -0.07 -0.09 -0.04
H -5.082136 -3.886287 -5.045482 0.02 -0.05 -0.14
H -5.412364 -2.828504 -2.195784 -0.06 0.09 0.00
H -5.619530 -1.873248 -3.671653 0.01 0.05 0.08
H -3.245129 -2.259312 -4.280105 0.05 -0.07 0.12
H -3.027525 -3.246739 -2.806235 0.04 0.04 -0.11
H -3.038422 -2.096484 2.283301 -0.01 0.01 -0.04
H -3.794322 -0.610529 1.669330 0.17 0.00 0.06
H -1.092101 -2.077529 0.083948 -0.07 0.30 0.23
H 0.598422 0.866214 1.551738 -0.07 -0.08 0.07
H 4.208869 0.386267 2.402414 0.10 -0.17 0.17
H 3.450977 0.533436 4.013272 0.03 -0.01 -0.09
H 5.764818 1.389372 4.190202 -0.03 -0.02 -0.10
H 5.503977 2.423199 2.749529 0.01 -0.06 0.15
H 3.331481 4.551044 4.635084 -0.03 0.02 -0.12
H 4.044854 4.294606 3.010692 -0.02 0.03 0.09
H 1.700927 3.597120 2.884711 -0.07 0.07 0.22
H 1.890925 2.550276 4.322567 0.01 0.02 -0.08
H 3.849227 0.524923 -1.171612 0.13 -0.02 -0.09
H 2.744971 -1.442376 -2.252084 0.00 -0.06 -0.05
H -2.518510 1.820994 -2.083323 -0.02 -0.12 -0.12
```
Forces are in eV/Å.

Its charge is 0. Its SMILES is CCCn1c(SCC(=O)Nc2cc(S(=O)(=O)N3CCOCC3)ccc2Cl)n[nH]c1=O. For the highest occupied orbital energy, the calculation gives -0.318 Ha. As for the energy above the lowest of the compared OMol25 structures with the same formula, charge and spin: 7.7 kcal/mol.

=====

DFT (ωB97M-V with the def2-TZVPD basis set) results for a molecular structure, C17H22F6N4O5S6W at a distorted geometry.

XYZ file:
```
61
Properties=species:S:1:pos:R:3:forces:R:3
W -0.020631 -0.269816 0.021384 1.40 0.78 -0.89
C -0.257217 -2.505362 -2.658557 0.05 -0.06 -0.06
C 0.770998 -1.470669 -3.087812 -0.07 -0.02 0.02
S 0.474484 0.156334 -2.339443 0.11 -0.23 0.24
C -1.065879 0.570129 -3.228634 -0.04 0.12 -0.02
C -2.144110 1.107806 -2.311533 0.01 -0.08 -0.08
S -2.350274 0.247843 -0.709956 -0.10 0.03 0.12
C -3.085621 -1.304241 -1.346649 -0.11 -0.04 0.10
C -2.420232 -2.562608 -0.830871 -0.17 -0.03 0.00
S -0.629351 -2.505137 -0.863934 0.30 0.29 0.28
H 0.132076 -3.501399 -2.866571 -0.04 -0.01 -0.05
H -1.202782 -2.395199 -3.187603 0.01 0.01 -0.03
H 0.760719 -1.348168 -4.171067 0.00 -0.03 -0.01
H 1.772636 -1.750460 -2.777091 -0.01 -0.01 0.02
H -1.394071 -0.329308 -3.745114 -0.04 0.01 0.00
H -0.804179 1.309677 -3.985141 -0.07 -0.02 -0.04
H -3.121700 1.068506 -2.795393 0.02 0.07 -0.04
H -1.957189 2.147680 -2.054400 -0.03 0.03 -0.04
H -3.036788 -1.231039 -2.432524 -0.01 -0.02 0.02
H -4.127415 -1.302850 -1.025407 -0.05 -0.03 -0.03
H -2.746207 -3.431874 -1.404121 -0.03 0.01 -0.01
H -2.665847 -2.735898 0.213908 -0.02 0.02 0.06
C 0.208253 1.200488 5.242129 0.00 -0.02 -0.02
C 0.737004 -0.098829 4.626043 -0.10 0.02 -0.19
C 0.364044 -0.219542 3.217194 0.00 -0.06 0.34
N 0.059373 -0.313600 2.118751 -0.03 -0.09 0.42
H 0.434335 1.206453 6.306238 0.01 0.01 -0.01
H -0.870805 1.277509 5.117105 0.01 -0.01 0.02
H 0.682642 2.066590 4.783166 -0.01 -0.01 0.00
H 0.336548 -0.976864 5.134419 -0.02 -0.02 0.00
H 1.825727 -0.152713 4.676001 0.02 -0.01 -0.03
F 2.843324 -4.921328 -0.289146 -0.02 -0.04 0.02
C 3.447512 -4.178218 0.631192 0.25 0.03 0.10
F 3.380039 -4.781933 1.803984 0.06 0.01 0.00
F 4.711677 -3.987038 0.288679 -0.01 -0.03 -0.02
S 2.544643 -2.574890 0.693385 -0.34 -0.12 -0.15
O 1.346033 -2.828707 1.445371 0.18 0.03 -0.01
O 2.339170 -2.204231 -0.700267 -0.04 -0.09 0.21
N 3.551490 -1.612340 1.455077 -0.25 0.38 -0.24
S 3.376178 -0.075108 1.184684 -0.25 -0.18 0.31
O 3.669485 0.722976 2.325476 0.03 -0.08 -0.11
O 2.102570 0.254126 0.499305 -0.38 -0.30 -0.32
C 4.634722 0.365952 -0.122423 -0.01 0.06 0.08
F 4.974990 -0.707961 -0.814050 0.00 -0.03 -0.04
F 5.695895 0.874885 0.474916 0.06 -0.03 -0.07
F 4.113498 1.268706 -0.950780 0.02 0.05 0.01
O -0.018111 1.810596 0.521996 -0.47 -0.21 0.07
N -0.655416 2.836987 -0.037678 0.16 -0.16 0.13
C -0.024166 3.561050 -0.974686 -0.01 0.10 -0.04
C -0.654343 4.658748 -1.520659 0.06 -0.03 -0.02
C -1.928223 5.000693 -1.086419 -0.01 0.04 0.00
C -2.541732 4.235518 -0.105848 -0.03 -0.01 0.00
C -1.881016 3.144341 0.416709 -0.04 0.03 0.03
H 0.970005 3.219775 -1.225268 -0.01 -0.01 0.00
H -0.138677 5.236516 -2.274451 -0.01 0.01 0.02
H -2.432568 5.863003 -1.501167 0.01 -0.02 0.00
H -3.528428 4.472764 0.265494 0.01 0.00 -0.01
H -2.268752 2.482847 1.180652 0.01 0.01 0.02
S -2.817151 -0.768130 2.119856 -0.19 -0.26 -0.03
C -4.260271 -1.434180 1.575910 0.10 0.24 -0.09
N -5.210926 -1.888855 1.085652 0.12 0.01 0.04
```
Forces are in eV/Å.

Its charge is +1. For the highest occupied orbital energy (alpha / beta), the calculation gives -0.373 / -0.373 Ha. The multiplicity is 2. As for the energy above the lowest of the compared OMol25 structures with the same formula, charge and spin: 54.5 kcal/mol.

=====

DFT (ωB97M-V with the def2-TZVPD basis set) results for a molecular structure, C17H22HgN5Sb.

XYZ file:
```
46
Properties=species:S:1:pos:R:3:forces:R:3
Hg 0.629037 -1.736983 0.547818 0.02 -0.06 0.07
C -1.552508 -5.496145 -1.049895 -0.08 0.01 0.05
Sb -1.167157 -3.406185 -0.985688 0.00 0.11 -0.15
C -1.127425 -2.969374 -3.069388 -0.03 -0.01 -0.04
C -3.078282 -2.603601 -0.524554 -0.05 -0.06 0.04
H -2.481728 -5.646672 -1.597639 0.01 -0.02 0.00
H -1.653929 -5.893052 -0.042830 0.00 0.00 0.01
H -0.741551 -6.010735 -1.559863 0.03 0.03 0.00
H -2.035348 -3.355644 -3.530782 0.00 -0.01 0.01
H -0.261606 -3.426249 -3.543853 0.02 -0.01 0.03
H -1.086345 -1.891402 -3.214653 0.00 0.01 0.02
H -3.828807 -3.012136 -1.199150 0.02 -0.02 -0.01
H -3.040923 -1.521213 -0.637897 0.03 0.00 0.00
H -3.346121 -2.843464 0.502409 0.00 0.00 0.00
N 3.604056 -2.203011 -1.122257 -0.01 0.04 0.00
C 4.802858 -1.639473 -1.353928 -0.01 0.00 -0.01
C 4.627508 -0.278479 -1.264552 0.04 -0.02 -0.01
C 3.268641 -0.114671 -0.969117 -0.05 0.01 0.00
N 2.648458 -1.286880 -0.891265 0.04 -0.01 0.01
H 3.375334 -3.181444 -1.111358 0.01 0.00 0.01
H 5.671939 -2.238643 -1.564811 0.01 0.01 0.00
H 5.374716 0.483595 -1.392320 0.00 0.01 0.00
H 2.713294 0.795881 -0.809069 0.01 0.00 0.02
C -0.451731 1.979008 -2.172563 0.02 -0.01 -0.01
C -0.064112 0.744627 -1.693506 -0.01 -0.01 -0.01
N -0.352722 0.339554 -0.451162 0.01 -0.01 0.03
C -1.007656 1.164874 0.358051 0.01 0.02 -0.02
C -1.410237 2.441651 -0.020232 0.02 0.00 -0.06
C -1.143904 2.833309 -1.325366 -0.01 -0.02 0.03
C -2.121013 3.341790 0.907264 -0.01 0.04 0.00
C -1.777207 3.698529 2.144883 -0.07 0.00 0.00
C -0.576653 3.341197 2.920498 0.04 -0.01 0.02
C -0.508166 3.684050 4.265658 0.02 -0.01 -0.02
C 0.635786 3.321093 4.956407 -0.03 0.02 -0.01
N 1.646603 2.686877 4.371700 0.03 0.01 0.02
C 1.493472 2.428063 3.078256 0.01 -0.02 0.02
N 0.442680 2.712045 2.322837 -0.01 0.01 -0.01
H -0.207453 2.269352 -3.184481 -0.02 0.00 -0.01
H 0.496232 0.048369 -2.306919 0.00 0.01 -0.01
H -1.213177 0.804117 1.357629 -0.02 -0.01 0.01
H -1.457289 3.810755 -1.670337 0.01 0.01 0.00
H -3.031734 3.778333 0.509629 0.01 0.01 -0.01
H -2.456648 4.365258 2.663900 0.01 -0.01 0.01
H -1.315437 4.212131 4.753354 -0.01 -0.01 0.01
H 0.745769 3.546060 6.010990 0.01 0.00 0.00
H 2.320465 1.924923 2.588142 0.00 0.00 -0.01
```
Forces are in eV/Å.

Its charge is +1. For the highest occupied orbital energy (alpha / beta), the calculation gives -0.369 / -0.425 Ha. The multiplicity is 2. As for the energy above the lowest of the compared OMol25 structures with the same formula, charge and spin: 0.0 kcal/mol.

=====

DFT (ωB97M-V with the def2-TZVPD basis set) results for 3 unconnected molecules or ions with the total composition C17H22N2O4 at a distorted geometry.

XYZ file:
```
45
Properties=species:S:1:pos:R:3:forces:R:3
C 5.112504 -2.584790 4.650744 4.26 -2.86 3.11
C 4.507059 -1.362961 5.167397 -1.05 0.18 6.30
O 3.057666 -1.358888 5.013302 3.38 -0.05 2.29
C 2.676897 -0.889714 3.858534 6.71 -0.52 0.14
C 1.445404 -0.882712 3.676594 -10.11 -3.08 8.38
C 0.698788 -0.437098 2.741658 -5.24 1.31 -3.09
C 1.426064 0.082090 1.725074 0.86 -3.08 -3.65
C 2.825635 -0.179273 1.613788 -9.15 -3.75 15.59
C 3.481271 -0.566959 2.809912 -1.61 1.41 -3.27
H 4.494847 -0.408021 2.790960 2.37 -0.34 0.43
H 3.256513 0.096523 0.935039 8.51 5.03 -13.44
N 0.781610 0.157778 0.458140 1.57 6.37 -3.90
C -0.198613 -0.300480 -0.285440 -4.66 -10.00 8.58
O -0.879196 -1.453424 0.288980 3.25 5.53 -3.78
C -0.761559 0.348216 -1.423892 -0.49 9.09 10.08
N -0.954849 -0.375166 -2.374969 -1.52 -0.80 -12.12
H -1.246623 -1.210858 -2.226498 -1.89 -6.94 1.90
C -1.759534 0.104622 -3.524192 -1.57 -5.31 -2.56
C -3.374916 0.083344 -3.361928 4.02 4.92 1.66
C -3.779874 1.633522 -2.724656 6.20 0.56 -7.75
H -4.111780 1.500479 -1.874764 -3.24 -1.29 8.57
C -4.770216 2.041403 -3.694778 1.66 -1.10 -4.39
H -4.308394 2.577728 -4.598507 -0.54 -0.41 1.51
C -5.225993 0.754663 -4.325419 0.07 -2.56 -6.61
H -5.913583 -0.038878 -3.961865 -0.50 1.62 0.54
O -4.055496 -0.109127 -4.534144 0.55 0.94 1.24
H -5.401794 0.897083 -5.592899 -0.69 -0.04 3.74
H -5.650631 2.471556 -3.496133 -2.97 2.51 1.67
H -2.850553 2.367158 -2.665361 -1.84 -1.61 -0.19
H -3.597817 -0.473704 -2.506810 -0.63 -1.96 0.90
H -1.736557 -0.818889 -4.398821 0.62 2.40 2.29
H -1.259149 0.902997 -3.994494 -0.09 1.47 -0.45
C 0.159079 1.493861 -1.538940 4.94 -0.87 -2.70
C 1.179693 1.522872 -0.344569 -3.04 -3.25 0.07
O 1.996747 2.265261 0.023033 0.83 0.86 0.08
H -0.352049 2.385955 -1.606835 -0.44 2.24 -0.63
H 0.893349 1.170479 -2.534471 -1.95 1.56 2.52
H -1.951924 1.008376 -0.881482 2.67 -1.68 -0.75
H -0.458729 -0.573798 2.686966 2.48 0.48 0.06
H 0.688153 -1.320396 4.889226 2.48 1.14 -3.75
H 4.650070 -1.268620 6.382188 -0.76 -1.33 -2.27
H 5.030346 -0.423451 5.181440 -0.06 0.77 -2.15
H 5.106924 -2.604170 3.635994 -0.46 -0.42 -3.14
H 6.352810 -2.582496 4.846209 -3.27 0.18 -0.17
H 4.778400 -3.642092 5.096688 0.31 2.67 -0.90
```
Forces are in eV/Å.

Its charge is 0. For the highest occupied orbital energy, the calculation gives -0.310 Ha. As for the energy above the lowest of the compared OMol25 structures with the same formula, charge and spin: 411.9 kcal/mol.